[1]
ORCA calculation (ωB97M-V with the def2-TZVPD basis set) on a structure of composition C36H29N7O4Sc in a non-equilibrium geometry.

The value obtained for the largest force on an atom is 1.04 eV Å⁻¹. The total energy comes out at -2834.50869 hartree. Its total charge is -1. For the energy above the lowest of the compared OMol25 structures with the same formula, charge and spin, the calculation gives 0.0 kJ/mol. The spin multiplicity is 1.

Positions of all 77 atoms, in Å:
Sc -0.19674 0.53468 0.24280
O 0.72804 0.67806 2.06787
C 1.73320 0.30641 2.77855
C 1.78463 0.59442 4.16744
C 2.82496 0.16466 4.95495
C 3.88628 -0.57176 4.40813
C 3.88299 -0.82484 3.05687
C 2.84353 -0.39054 2.22537
C 2.96437 -0.56499 0.80000
N 2.11150 -0.19770 -0.07184
C 2.46365 -0.34529 -1.47304
C 1.96876 0.87132 -2.23005
N 0.56024 1.10209 -1.92982
C 0.00602 2.05679 -2.56890
C -1.33170 2.57152 -2.37937
C -1.71896 3.68142 -3.14025
C -2.95753 4.26458 -3.00419
C -3.85502 3.71611 -2.07888
C -3.50339 2.62508 -1.32071
C -2.22434 2.02539 -1.41766
O -1.91013 1.03135 -0.65530
H 0.96228 1.16316 4.58182
H 2.82693 0.40010 6.01327
H 4.69875 -0.90986 5.03841
H 4.70749 -1.37666 2.61320
H 3.90756 -1.01485 0.46380
H 3.54458 -0.45917 -1.61231
H 1.97433 -1.23387 -1.87990
H 2.54025 1.75041 -1.91487
H 2.12244 0.72146 -3.30375
H 0.58631 2.58850 -3.33167
H -1.00474 4.09332 -3.84729
H -3.23139 5.13416 -3.58815
H -4.83794 4.15890 -1.96304
H -4.19609 2.19641 -0.60489
C -2.34280 -0.27951 -4.78013
C -1.01468 -0.50415 -5.12627
C -0.22762 -1.27019 -4.29464
C -0.77836 -1.76951 -3.10114
N -2.05734 -1.57064 -2.77719
C -2.80633 -0.84927 -3.60577
N 0.01047 -2.59790 -2.33154
C 0.10820 -2.66678 -1.05550
N -0.27889 -1.82768 -0.02358
C -0.03870 -2.50094 1.15015
N -0.37657 -2.25159 2.37447
C -1.14697 -1.18360 2.77313
C -1.30724 -1.00934 4.15528
C -2.04979 0.04951 4.62580
C -2.66125 0.90592 3.71708
C -2.48982 0.64472 2.37275
N -1.75559 -0.36534 1.89823
C 0.71828 -3.74848 0.88108
C 1.30836 -4.67179 1.72133
C 2.01350 -5.71601 1.13195
C 2.10762 -5.82332 -0.25480
C 1.49814 -4.89093 -1.08982
C 0.81505 -3.85172 -0.49095
H -2.99271 0.33217 -5.39174
H -0.60700 -0.08684 -6.04016
H 0.80163 -1.50724 -4.53240
H -3.84303 -0.71833 -3.30948
H -0.80145 -1.69735 4.81796
H -2.14305 0.22214 5.69179
H -3.24163 1.76017 4.03717
H -2.95794 1.27200 1.62202
H 1.22952 -4.56406 2.79614
H 2.50796 -6.45271 1.75413
H 2.66970 -6.64229 -0.68849
H 1.56437 -4.96606 -2.16768
C -1.05872 4.85104 0.83355
O -0.95158 3.43368 0.93759
C 0.16452 2.80968 0.35474
O 1.03266 3.53391 -0.10159
H -2.12173 5.09148 0.82221
H -0.58669 5.19749 -0.08523
H -0.57365 5.33888 1.68292

Force components x, y, z for each atom (eV/Å):
Sc 0.8 -0.7 0.0
O 0.1 -0.1 0.4
C 0.1 0.0 0.0
C -0.1 0.0 0.0
C 0.0 -0.1 -0.1
C 0.0 0.1 0.2
C 0.1 -0.1 -0.1
C -0.2 0.1 0.2
C 0.1 0.0 0.0
N -0.2 0.1 -0.2
C 0.0 -0.1 -0.1
C 0.2 0.0 0.0
N -0.1 0.0 0.2
C -0.1 -0.1 -0.1
C -0.1 0.0 0.2
C 0.1 0.0 -0.1
C -0.1 0.1 0.0
C 0.1 0.0 -0.1
C -0.1 -0.1 0.1
C -0.1 0.2 -0.3
O -0.5 0.1 -0.2
H 0.0 0.0 0.0
H 0.0 0.0 0.0
H 0.0 0.0 0.0
H 0.0 0.0 0.0
H 0.0 0.0 0.0
H 0.0 0.0 0.0
H 0.0 0.0 0.0
H 0.0 0.0 0.0
H 0.0 0.0 0.0
H 0.0 0.0 -0.1
H 0.0 0.0 0.0
H 0.0 0.0 0.0
H 0.0 0.0 0.0
H 0.0 0.0 0.0
C 0.0 0.1 0.1
C 0.0 0.0 0.0
C 0.0 0.0 0.0
C -0.1 0.2 0.0
N 0.0 -0.1 0.1
C 0.0 0.1 0.0
N 0.0 -0.2 -0.1
C 0.1 0.0 0.1
N -0.2 -0.3 -0.3
C -0.3 0.1 0.1
N 0.3 0.0 0.0
C -0.4 0.0 -0.1
C 0.0 0.0 0.0
C 0.0 0.0 0.0
C -0.1 0.0 0.0
C -0.2 0.0 -0.1
N 0.3 0.3 0.1
C 0.1 0.0 -0.2
C 0.0 0.0 0.1
C 0.0 0.0 0.0
C 0.0 0.0 -0.1
C 0.0 -0.1 0.0
C 0.1 0.1 0.2
H 0.0 0.0 0.0
H 0.0 0.0 0.0
H 0.0 0.0 0.0
H 0.0 0.0 0.0
H 0.0 0.0 0.0
H 0.0 0.0 0.0
H 0.0 0.0 0.0
H 0.1 0.0 0.0
H 0.0 0.0 0.0
H 0.0 0.0 0.0
H 0.0 0.0 0.0
H 0.0 0.0 0.0
C 0.1 -0.2 0.0
O -0.1 0.1 0.1
C 0.0 0.5 -0.2
O 0.0 0.0 0.1
H 0.0 0.0 0.0
H 0.0 0.1 0.0
H 0.0 0.0 0.0

=====

[2]
ORCA calculation (ωB97M-V with the def2-TZVPD basis set) on a structure of composition C17H34GeIrN2O4S5.

The value obtained for the largest force on an atom is 0.37 eV Å⁻¹. The total energy comes out at -5250.35381 hartree. The expectation value of S² is 0.782. Its total charge is +2. For the energy above the lowest of the compared OMol25 structures with the same formula, charge and spin, the calculation gives 46.2 kJ/mol. The spin multiplicity is 2.

Positions of all 64 atoms, in Å:
Ir 0.08801 -0.38185 -0.09730
C -3.63363 -0.54681 2.03870
C -2.15560 -0.18514 2.02486
C -1.35276 -1.13126 2.89812
C -1.92549 1.26331 2.41094
O -1.75899 -0.39056 0.62088
Ge -2.37852 0.66729 -1.01348
O -0.64811 1.43712 -0.70733
C -0.16201 2.82391 -0.84973
C 1.12095 2.77622 -1.65998
C -1.25133 3.58322 -1.59207
C 0.06434 3.42936 0.52348
O -1.24904 -0.82101 -1.61135
C -0.74232 -1.03721 -2.98652
C -1.11818 -2.45390 -3.38174
C 0.76975 -0.86087 -2.96259
C -1.40443 -0.01886 -3.89984
H -4.01849 -0.46280 3.05496
H -3.78429 -1.57099 1.69817
H -4.21590 0.12826 1.40836
H -1.57118 -0.92065 3.94480
H -0.28031 -1.00011 2.74932
H -1.62084 -2.17041 2.70286
H -2.29636 1.43897 3.42049
H -2.45931 1.94036 1.74059
H -0.86285 1.51139 2.39214
H 0.94031 2.36676 -2.65420
H 1.88238 2.17665 -1.15284
H 1.51761 3.78373 -1.78212
H -1.42308 3.16949 -2.58808
H -0.95062 4.62337 -1.71515
H -2.18964 3.58364 -1.03281
H 0.71328 2.80044 1.13214
H -0.87758 3.58450 1.04860
H 0.55128 4.39817 0.41261
H -0.61797 -3.18482 -2.74665
H -0.81800 -2.64257 -4.41261
H -2.19726 -2.59964 -3.31436
H 1.23869 -1.58221 -2.28257
H 1.05455 0.15856 -2.69060
H 1.18486 -1.05903 -3.95155
H -2.49033 -0.13625 -3.89861
H -1.06261 -0.15594 -4.92569
H -1.14818 1.00166 -3.60360
C 3.30216 1.58193 3.87080
S 4.63318 1.59755 2.64820
C 4.38548 0.25202 1.60572
C 3.20213 -0.30313 1.07876
S 1.68758 0.40320 1.41660
S 3.44714 -1.60720 -0.03161
C 5.19400 -1.53834 -0.11698
S 6.06953 -2.48494 -1.08216
S 5.86330 -0.40953 1.02796
H 3.68022 2.23373 4.65698
H 3.16418 0.58149 4.27241
H 2.37636 1.98512 3.47532
N 0.29961 -4.39527 1.14268
C -0.18861 -3.31632 0.52780
N -1.41393 -3.33693 0.01116
O 0.56902 -2.29503 0.45910
H -0.20614 -5.26257 1.19616
H 1.22381 -4.35061 1.53582
H -1.99988 -4.15224 0.07221
H -1.74995 -2.51642 -0.47555

Force components x, y, z for each atom (eV/Å):
Ir 0.1 0.0 -0.3
C 0.0 0.1 0.0
C -0.1 0.1 0.0
C 0.0 0.0 0.0
C 0.0 0.0 0.0
O 0.3 0.0 0.3
Ge -0.1 0.0 0.1
O 0.0 0.0 0.0
C 0.0 0.0 -0.1
C 0.0 0.0 0.0
C 0.0 0.0 0.0
C 0.0 0.0 0.0
O 0.0 -0.3 -0.2
C 0.0 0.1 0.0
C 0.0 0.0 0.0
C 0.0 0.0 0.1
C 0.0 0.0 0.0
H 0.0 0.0 0.0
H 0.0 0.0 0.0
H 0.0 0.0 0.0
H 0.0 0.0 0.0
H 0.0 0.0 0.0
H 0.0 0.0 0.0
H 0.0 0.0 0.0
H 0.0 0.0 0.0
H 0.0 0.0 0.0
H 0.0 0.0 0.0
H 0.0 0.0 0.0
H 0.0 0.0 0.0
H 0.0 0.0 0.0
H 0.0 0.0 0.0
H 0.0 0.0 0.0
H 0.0 0.1 0.0
H 0.0 0.0 0.0
H 0.0 0.0 0.0
H 0.0 0.0 0.0
H 0.0 0.0 0.0
H 0.0 0.0 0.0
H 0.0 0.0 0.0
H 0.0 0.0 0.0
H 0.0 0.0 0.0
H 0.0 0.0 0.0
H 0.0 0.0 0.0
H 0.0 0.0 0.0
C 0.0 0.0 0.0
S 0.0 0.0 0.0
C 0.1 0.0 0.0
C -0.1 0.1 0.0
S -0.2 -0.1 0.0
S -0.2 0.0 0.0
C 0.1 -0.1 -0.1
S 0.0 0.1 0.0
S 0.0 0.0 0.0
H 0.0 0.0 0.0
H 0.0 0.0 0.0
H 0.0 0.0 0.0
N -0.1 0.0 0.0
C 0.0 0.0 -0.1
N 0.0 0.0 0.0
O 0.1 0.1 0.0
H 0.0 0.0 0.0
H 0.0 0.0 0.0
H 0.0 0.0 0.0
H 0.0 0.0 0.0